1.
Below is C40H39Cl2N5O6Sr as an isolated structure in a non-equilibrium geometry, with properties calculated with ωB97M-V with the def2-TZVPD basis set.

Values from the calculation:
- LUMO energy (hartree) = 0.1597
- frontier orbital gap (eV) = 6.778
- multiplicity = 1
- total charge = -2
- energy (Eh) = -3224.21319

CARTESIAN COORDINATES (ANGSTROEM)
Sr  0.300  0.350  -0.071
C  0.672  5.120  -4.040
C  1.709  5.150  -2.958
C  2.185  6.356  -2.475
C  3.146  6.400  -1.481
C  3.626  5.210  -0.955
C  3.177  3.988  -1.415
C  3.705  2.707  -0.849
C  2.201  3.946  -2.433
N  1.902  2.729  -2.990
C  1.106  1.839  -2.493
O  0.182  1.968  -1.652
C  1.468  0.453  -2.924
C  1.809  -0.002  -4.194
C  2.214  -1.322  -4.320
C  2.344  -2.119  -3.190
C  2.038  -1.561  -1.954
N  1.579  -0.326  -1.867
C  2.215  -2.175  -0.578
O  1.493  -1.702  0.327
N  3.067  -3.139  -0.385
C  4.096  -3.601  -1.123
C  5.133  -2.796  -1.656
C  5.162  -1.302  -1.491
C  6.189  -3.399  -2.321
C  6.292  -4.772  -2.455
C  5.330  -5.570  -1.852
C  4.257  -5.010  -1.192
C  3.261  -5.882  -0.488
H  0.278  6.119  -4.214
H  -0.146  4.455  -3.765
H  1.111  4.747  -4.966
H  1.792  7.278  -2.887
H  3.517  7.350  -1.115
H  4.370  5.230  -0.168
H  4.559  2.893  -0.201
H  4.005  2.038  -1.656
H  2.924  2.210  -0.272
H  1.750  0.665  -5.043
H  2.444  -1.730  -5.300
H  2.674  -3.144  -3.265
H  4.347  -0.949  -0.867
H  5.098  -0.804  -2.459
H  6.103  -1.006  -1.023
H  6.961  -2.766  -2.744
H  7.124  -5.217  -2.990
H  5.422  -6.650  -1.888
H  3.607  -6.915  -0.458
H  2.289  -5.846  -0.978
H  3.120  -5.512  0.526
O  -3.457  -2.568  2.833
C  -3.415  -3.210  1.657
C  -4.073  -4.435  1.551
C  -4.047  -5.153  0.373
C  -3.391  -4.642  -0.735
C  -2.753  -3.417  -0.649
C  -2.739  -2.686  0.535
C  -1.982  -1.400  0.609
O  -1.668  -0.784  -0.449
N  -1.728  -1.002  1.840
N  -0.899  0.074  1.940
C  -0.741  0.575  3.112
C  0.088  1.706  3.403
C  0.106  2.209  4.709
C  0.874  3.293  5.071
C  1.664  3.912  4.101
C  1.678  3.452  2.811
C  0.907  2.328  2.393
O  0.971  1.917  1.193
H  -2.801  -1.798  2.732
H  -4.564  -4.823  2.432
H  -4.528  -6.121  0.318
H  -3.352  -5.218  -1.653
H  -2.227  -3.017  -1.504
H  -1.289  0.127  3.955
H  -0.508  1.719  5.456
H  0.877  3.653  6.092
H  2.289  4.753  4.381
H  2.293  3.933  2.058
Cl  -2.593  5.158  -0.484
C  -1.882  3.555  -0.451
Cl  -2.418  2.658  0.954
H  -0.798  3.643  -0.406
H  -2.205  3.017  -1.341
C  -5.410  -0.602  -0.664
C  -4.677  0.046  -1.838
O  -3.675  0.937  -1.442
H  -6.174  -1.285  -1.030
H  -5.877  0.162  -0.045
H  -4.716  -1.172  -0.053
H  -5.383  0.640  -2.432
H  -4.265  -0.741  -2.490
H  -2.947  0.422  -1.037

Löwdin atomic charge list, values in e, 2 entries: number 1, Sr, carries 1.6114; number 2, C, carries -0.0517

2.
Below is C40H39CoF5N3PSe as an isolated structure, with properties calculated with ωB97M-V with the def2-TZVPD basis set.

Values from the calculation:
- LUMO energy (alpha / beta) (hartree) = -0.1253 / -0.1742
- frontier orbital gap (alpha / beta) (eV) = 6.165 / 4.937
- multiplicity = 5
- total charge = +1
- energy (Eh) = -6336.65224
- energy above the lowest of the compared OMol25 structures with the same formula, charge and spin (kcal/mol) = 2.6

CARTESIAN COORDINATES (ANGSTROEM)
Co  0.225  -0.558  0.039
C  1.443  -2.176  -3.880
C  1.099  -1.272  -2.870
N  0.588  -1.653  -1.716
C  0.378  -2.975  -1.502
C  0.708  -3.950  -2.445
C  1.254  -3.515  -3.665
C  0.473  -5.335  -2.147
C  -0.091  -5.706  -0.983
C  -0.471  -4.725  -0.004
C  -1.097  -5.060  1.210
C  -1.448  -4.069  2.088
C  -1.153  -2.743  1.761
N  -0.550  -2.401  0.637
C  -0.223  -3.373  -0.252
H  1.849  -1.805  -4.811
H  1.247  -0.207  -3.008
H  1.512  -4.242  -4.427
H  0.757  -6.078  -2.884
H  -0.277  -6.750  -0.762
H  -1.308  -6.100  1.434
H  -1.944  -4.292  3.023
H  -1.426  -1.939  2.434
C  4.067  -0.206  -1.106
C  3.856  -1.100  0.123
C  5.142  -1.222  0.939
P  2.350  -0.518  1.037
C  2.512  -1.134  2.769
C  2.489  -2.665  2.790
C  1.385  -0.540  3.618
C  2.433  1.284  1.187
C  3.530  1.962  1.730
C  3.570  3.340  1.834
C  4.776  4.065  2.385
C  2.452  4.038  1.378
C  1.349  3.396  0.849
C  1.301  1.998  0.743
N  0.205  1.333  0.169
C  -1.034  2.024  -0.028
C  -1.481  2.291  -1.333
C  -0.648  1.883  -2.524
C  -2.687  2.963  -1.527
C  -3.476  3.372  -0.463
C  -4.773  4.115  -0.678
C  -3.030  3.080  0.821
C  -1.832  2.422  1.062
C  -1.420  2.115  2.477
H  4.784  -0.668  -1.791
H  4.457  0.768  -0.808
H  3.136  -0.032  -1.650
H  3.574  -2.099  -0.225
H  5.505  -0.246  1.263
H  5.920  -1.663  0.310
H  5.030  -1.857  1.818
H  3.469  -0.776  3.153
H  1.584  -3.051  2.310
H  2.499  -3.030  3.820
H  3.347  -3.100  2.275
H  0.413  -0.697  3.142
H  1.514  0.533  3.759
H  1.351  -1.018  4.602
H  4.379  1.395  2.100
H  5.482  3.371  2.843
H  4.490  4.803  3.136
H  5.304  4.599  1.591
H  2.445  5.123  1.445
H  0.498  3.974  0.503
H  0.402  2.149  -2.377
H  -1.010  2.369  -3.431
H  -0.708  0.803  -2.682
H  -3.007  3.184  -2.543
H  -5.098  4.057  -1.717
H  -4.661  5.173  -0.426
H  -5.564  3.716  -0.041
H  -3.642  3.378  1.669
H  -2.259  2.261  3.158
H  -0.601  2.758  2.806
H  -1.071  1.083  2.568
F  -7.510  1.441  -3.566
C  -6.485  0.962  -2.897
C  -5.358  0.534  -3.581
F  -5.321  0.615  -4.903
C  -4.290  0.035  -2.874
F  -3.223  -0.352  -3.559
C  -4.313  -0.058  -1.478
Se  -2.873  -0.767  -0.533
C  -5.463  0.393  -0.818
F  -5.551  0.348  0.499
C  -6.539  0.896  -1.515
F  -7.620  1.324  -0.879

Löwdin atomic charge list, values in e, 2 entries: number 1, Co, carries 0.5333; number 2, C, carries -0.0086

3.
Below is C40H39CoNO2P2 as an isolated structure, with properties calculated with ωB97M-V with the def2-TZVPD basis set.

Values from the calculation:
- LUMO energy (alpha / beta) (hartree) = 0.0212 / -0.0290
- frontier orbital gap (alpha / beta) (eV) = 7.718 / 6.746
- multiplicity = 4
- energy (Eh) = -3818.33486
- energy above the lowest of the compared OMol25 structures with the same formula, charge and spin (kcal/mol) = 40.6

CARTESIAN COORDINATES (ANGSTROEM)
Co  -1.743  0.209  0.371
C  -4.173  -0.694  1.607
C  -3.438  0.575  1.440
C  -2.343  0.552  2.313
C  -2.454  -0.679  3.224
C  -3.621  -1.412  2.588
H  -5.014  -0.992  0.998
H  -3.880  1.456  0.994
H  -1.869  1.451  2.690
H  -1.475  -2.425  3.972
H  -3.921  -2.400  2.910
C  1.313  1.056  1.598
N  1.316  -0.378  1.248
P  0.388  -0.660  -0.183
C  1.515  -0.082  -1.492
C  0.989  0.139  -2.761
C  1.808  0.562  -3.795
C  3.163  0.766  -3.565
C  3.691  0.550  -2.300
C  2.869  0.130  -1.262
C  0.396  -2.457  -0.444
C  -0.816  -3.129  -0.334
C  -0.875  -4.505  -0.514
C  0.282  -5.209  -0.808
C  1.495  -4.540  -0.934
C  1.552  -3.169  -0.760
P  1.405  -1.590  2.473
C  0.103  -1.045  3.629
C  -1.238  -1.622  3.262
C  -2.847  -0.186  4.594
C  -2.029  0.155  5.619
C  -0.610  0.160  5.689
C  0.332  -0.302  4.750
C  2.950  -1.155  3.345
C  3.881  -0.208  2.931
C  5.058  -0.014  3.644
C  5.316  -0.761  4.783
C  4.399  -1.717  5.201
C  3.233  -1.917  4.481
H  2.002  1.605  0.951
H  1.617  1.191  2.634
H  0.323  1.504  1.476
H  -0.069  -0.006  -2.944
H  1.384  0.742  -4.775
H  3.805  1.099  -4.371
H  4.745  0.713  -2.116
H  3.281  -0.041  -0.275
H  -1.722  -2.571  -0.114
H  -1.821  -5.023  -0.429
H  0.240  -6.281  -0.949
H  2.396  -5.092  -1.171
H  2.496  -2.648  -0.865
H  -1.160  -2.105  2.282
H  -3.911  -0.034  4.737
H  -2.525  0.538  6.505
H  -0.196  0.625  6.577
H  1.367  -0.056  4.974
H  3.702  0.380  2.040
H  5.774  0.725  3.308
H  6.231  -0.604  5.339
H  4.599  -2.314  6.082
H  2.527  -2.676  4.800
C  -1.263  3.590  -7.063
C  -1.511  3.043  -5.683
C  -1.863  1.719  -5.486
C  -2.078  1.188  -4.216
C  -2.494  -0.262  -4.151
C  -1.904  2.019  -3.095
C  -1.568  3.374  -3.277
C  -1.412  4.354  -2.142
C  -1.388  3.857  -4.566
C  -2.009  1.455  -1.709
O  -2.629  0.365  -1.507
O  -1.422  2.024  -0.748
H  -1.598  2.892  -7.830
H  -0.198  3.776  -7.219
H  -1.784  4.537  -7.210
H  -1.983  1.070  -6.347
H  -2.429  -0.704  -5.146
H  -3.520  -0.350  -3.794
H  -1.894  -0.851  -3.460
H  -2.216  4.263  -1.415
H  -1.406  5.370  -2.538
H  -0.485  4.180  -1.597
H  -1.141  4.905  -4.699

Löwdin atomic charge list, values in e, 2 entries: number 1, Co, carries 0.4409; number 2, C, carries -0.0550

4.
Below is a 6-piece molecular cluster, C40H39F40NO7 overall in a non-equilibrium geometry, with properties calculated with ωB97M-V with the def2-TZVPD basis set.

Values from the calculation:
- structure (SMILES) = CCCCCCCc1ccc2c(c1)C(=O)NC2=O.FC(F)C(F)(F)COC(F)(F)C(F)F.FC(F)C(F)(F)COC(F)(F)C(F)F.FC(F)C(F)(F)COC(F)(F)C(F)F.FC(F)C(F)(F)COC(F)(F)C(F)F.FC(F)C(F)(F)COC(F)(F)C(F)F
- LUMO energy (hartree) = -0.0040
- frontier orbital gap (eV) = 9.143
- multiplicity = 1
- energy (Eh) = -6123.65953

CARTESIAN COORDINATES (ANGSTROEM)
C  -0.226  2.211  1.570
C  0.229  0.727  1.795
C  1.156  0.165  0.626
C  1.817  -1.144  1.175
C  2.791  -1.855  0.179
C  3.613  -2.936  1.023
C  2.692  -3.903  1.884
C  2.819  -3.593  3.415
C  1.943  -2.643  4.100
C  2.077  -2.317  5.508
C  3.083  -2.962  6.305
C  3.911  -3.932  5.605
C  3.840  -4.264  4.216
C  4.826  -4.464  6.734
O  5.564  -5.395  6.723
N  4.618  -3.652  7.924
C  3.454  -2.812  7.800
O  2.882  -2.174  8.617
H  0.625  2.851  1.249
H  -0.603  2.584  2.559
H  -1.099  2.215  0.881
H  -0.629  0.031  1.960
H  0.875  0.671  2.718
H  1.877  0.971  0.354
H  0.457  -0.021  -0.234
H  0.977  -1.827  1.460
H  2.419  -0.856  2.077
H  3.565  -1.121  -0.156
H  2.287  -2.379  -0.665
H  4.289  -2.424  1.760
H  4.266  -3.497  0.314
H  1.633  -3.940  1.544
H  3.125  -4.950  1.763
H  1.120  -2.111  3.576
H  1.400  -1.564  5.952
H  4.530  -5.022  3.803
H  5.453  -3.062  8.017
C  5.218  -7.737  -2.986
C  5.188  -6.884  -1.703
C  3.957  -7.058  -0.811
F  2.810  -6.733  -1.439
F  4.040  -6.243  0.270
F  5.371  -5.585  -2.034
F  6.276  -7.240  -0.963
O  4.797  -7.102  -4.194
C  3.430  -7.051  -4.462
C  2.900  -5.614  -4.455
F  3.136  -4.999  -3.280
F  1.558  -5.595  -4.642
F  2.763  -7.859  -3.617
F  3.260  -7.577  -5.694
H  6.268  -7.973  -3.166
H  4.737  -8.707  -2.847
H  3.875  -8.087  -0.449
H  3.373  -5.029  -5.246
C  -5.948  5.233  2.052
C  -5.894  5.550  3.560
C  -4.540  5.995  4.113
F  -3.584  5.058  3.955
F  -4.637  6.226  5.447
F  -6.375  4.490  4.249
F  -6.775  6.571  3.778
O  -5.844  3.859  1.670
C  -4.571  3.303  1.555
C  -4.314  2.204  2.591
F  -4.466  2.656  3.851
F  -3.045  1.744  2.484
F  -3.640  4.275  1.587
F  -4.506  2.761  0.319
H  -6.945  5.518  1.724
H  -5.276  5.864  1.474
H  -4.206  6.920  3.636
H  -5.005  1.371  2.443
C  7.492  1.320  -0.651
C  6.156  0.576  -0.844
C  5.979  -0.171  -2.166
F  6.040  0.647  -3.235
F  4.759  -0.764  -2.203
F  5.137  1.441  -0.636
F  6.074  -0.350  0.156
O  7.509  2.719  -0.928
C  7.688  3.126  -2.250
C  6.458  3.841  -2.815
F  5.357  3.067  -2.753
F  6.652  4.155  -4.118
F  8.073  2.079  -3.004
F  8.729  3.986  -2.243
H  7.710  1.263  0.417
H  8.324  0.803  -1.132
H  6.735  -0.952  -2.282
H  6.262  4.759  -2.256
C  -8.056  6.551  -1.989
C  -9.179  7.211  -2.812
C  -8.837  8.541  -3.484
F  -8.496  9.495  -2.595
F  -9.916  9.010  -4.159
F  -10.281  7.328  -2.037
F  -9.508  6.332  -3.802
O  -8.071  6.756  -0.576
C  -7.499  7.924  -0.073
C  -8.525  8.848  0.589
F  -9.509  9.192  -0.263
F  -7.931  9.994  0.997
F  -6.793  8.537  -1.040
F  -6.598  7.528  0.858
H  -8.202  5.475  -2.098
H  -7.068  6.742  -2.414
H  -8.019  8.421  -4.200
H  -8.978  8.356  1.454
C  -1.141  -4.391  -2.981
C  -1.156  -3.530  -1.702
C  -2.408  -3.628  -0.828
F  -3.523  -3.244  -1.477
F  -2.286  -2.812  0.250
F  -0.899  -2.245  -2.034
F  -0.099  -3.940  -0.939
O  -1.501  -3.748  -4.203
C  -2.856  -3.637  -4.515
C  -3.335  -2.182  -4.540
F  -3.119  -1.564  -3.363
F  -4.667  -2.129  -4.779
F  -3.583  -4.410  -3.687
F  -3.003  -4.166  -5.749
H  -0.099  -4.677  -3.133
H  -1.670  -5.337  -2.850
H  -2.551  -4.649  -0.461
H  -2.813  -1.624  -5.321

Löwdin atomic charge list, values in e, 2 entries: number 1, C, carries -0.1245; number 2, C, carries -0.2661

5.
Below is a 6-piece molecular cluster, C40H39FNO12 overall, with properties calculated with ωB97M-V with the def2-TZVPD basis set.

Values from the calculation:
- LUMO energy (hartree) = -0.0015
- frontier orbital gap (eV) = 4.754
- multiplicity = 1
- total charge = -1
- energy (Eh) = -2605.04771

CARTESIAN COORDINATES (ANGSTROEM)
C  -1.699  3.078  0.702
C  -2.859  2.105  0.483
C  -3.488  2.301  -0.905
C  -2.379  0.671  0.761
C  -1.588  0.050  -0.403
C  -0.321  -0.751  -0.064
N  0.682  0.187  0.496
C  0.271  -1.371  -1.335
C  0.438  -0.422  -2.520
C  0.943  -1.112  -3.792
F  1.269  -2.463  -3.574
C  -0.534  -1.906  0.985
O  0.301  -2.828  0.945
O  -1.449  -1.754  1.826
H  -2.018  4.125  0.675
H  -1.233  2.883  1.669
H  -0.933  2.931  -0.065
H  -3.635  2.335  1.223
H  -4.262  3.072  -0.880
H  -3.944  1.379  -1.274
H  -2.743  2.610  -1.643
H  -1.758  0.674  1.657
H  -3.226  0.036  1.025
H  -1.248  0.872  -1.043
H  -2.241  -0.573  -1.024
H  1.445  -0.385  0.850
H  0.286  0.647  1.311
H  -0.376  -2.199  -1.627
H  1.231  -1.812  -1.064
H  -0.528  0.022  -2.767
H  1.130  0.379  -2.253
H  0.181  -1.107  -4.573
H  1.856  -0.656  -4.179
C  -0.991  1.545  -8.258
C  -1.058  1.667  -6.935
C  -1.963  0.808  -6.127
O  -2.028  0.917  -4.925
C  -2.783  -0.197  -6.853
C  -2.714  -0.318  -8.176
C  -1.815  0.544  -8.983
O  -1.753  0.437  -10.190
H  -0.341  2.157  -8.870
H  -0.468  2.386  -6.381
H  -3.424  -0.815  -6.237
H  -3.298  -1.042  -8.729
C  -0.926  -5.838  -2.656
C  -1.136  -4.535  -2.826
C  -2.503  -3.963  -2.748
O  -2.713  -2.786  -2.949
C  -3.622  -4.893  -2.442
C  -3.407  -6.193  -2.268
C  -2.041  -6.770  -2.370
O  -1.859  -7.962  -2.228
H  0.062  -6.278  -2.707
H  -0.333  -3.837  -3.028
H  -4.606  -4.447  -2.376
H  -4.203  -6.894  -2.049
C  1.635  -2.735  6.430
C  0.515  -2.994  7.095
C  -0.797  -3.065  6.394
O  -1.810  -3.298  7.026
C  -0.802  -2.847  4.934
C  0.317  -2.592  4.257
C  1.623  -2.506  4.955
O  2.660  -2.246  4.380
H  2.602  -2.670  6.914
H  0.492  -3.160  8.166
H  -1.757  -2.899  4.426
H  0.301  -2.457  3.179
C  2.328  5.045  3.577
C  2.533  5.941  4.537
C  1.503  6.199  5.572
O  1.674  7.026  6.445
C  0.244  5.410  5.505
C  0.047  4.497  4.557
C  1.084  4.244  3.525
O  0.950  3.383  2.683
H  3.058  4.833  2.809
H  3.445  6.519  4.612
H  -0.487  5.617  6.276
H  -0.851  3.897  4.491
C  3.848  1.914  1.760
C  3.960  0.878  0.931
C  5.273  0.230  0.683
O  5.394  -0.698  -0.086
C  6.455  0.772  1.406
C  6.344  1.806  2.234
C  5.033  2.459  2.470
O  4.941  3.416  3.215
H  2.899  2.402  1.949
H  3.111  0.465  0.400
H  7.398  0.278  1.210
H  7.188  2.224  2.768

Löwdin atomic charge list, values in e, 2 entries: number 1, C, carries -0.0919; number 2, C, carries -0.4250

> Among the records above, which one has the highest energy?

C40H39FNO12

> Among the records above, which one has the highest energy?

C40H39FNO12

> Among the records above, which one has the highest multiplicity?

C40H39CoF5N3PSe